Entry 1:
82
Properties=species:S:1:pos:R:3:lowdin_charge:R:1 method="wB97M-V/def2-TZVPD" s2=6.076 homo_energy_ev="-7.60 / -9.68" total_charge=+1 gap_ev="4.61 / 5.52" multiplicity=5 energy_ha=-3575.50313
Pd 0.937 -1.571 0.160 0.730
S -0.389 -2.092 -1.680 0.604
S 0.322 -1.621 -4.612 0.840
S -1.316 2.064 1.324 0.662
P -1.580 1.436 -1.381 1.020
O -0.848 1.162 0.020 -0.360
O -0.127 2.505 1.956 -0.206
O -2.301 1.307 2.016 -0.216
N 2.593 -2.742 1.092 0.006
N 2.077 -1.813 -2.697 -0.073
N 0.894 -0.657 2.191 0.044
N 2.348 -1.889 -1.370 -0.206
C 0.818 -1.883 -2.945 -1.086
C -4.417 -1.390 -0.923 -0.043
C 2.008 0.029 2.596 -0.298
C -2.835 0.228 -1.696 -0.319
C -2.537 4.511 0.959 -0.013
C -0.663 2.318 -3.805 -0.081
C -4.299 -0.836 -3.267 -0.063
C 3.597 -2.139 -0.964 -0.107
C -2.099 3.331 0.386 -0.255
C 1.584 1.991 -4.580 -0.044
C 3.663 0.686 4.231 -0.058
C 5.043 -3.401 2.221 -0.070
C 2.765 0.692 1.606 -0.027
C -3.081 3.881 -1.730 -0.034
C -3.274 0.059 -3.008 -0.076
C -3.252 5.385 0.156 -0.027
C -1.146 -2.665 -4.738 -0.414
C -1.536 -0.504 4.974 -0.060
C 4.993 -2.913 0.947 -0.030
C 2.493 0.023 3.920 -0.014
C -3.403 -0.491 -0.646 -0.069
C 0.952 1.159 -2.419 -0.094
C 0.300 2.482 -4.783 -0.054
C -1.988 -2.427 3.598 -0.066
C 4.374 1.367 3.250 -0.057
C 3.846 -3.584 2.942 -0.072
C 3.921 1.364 1.933 -0.059
C 1.910 1.339 -3.402 -0.061
C -0.127 -0.971 3.068 -0.297
C -0.929 -2.091 2.777 -0.037
C -3.531 5.066 -1.169 -0.032
C -2.338 3.010 -0.943 -0.220
C -4.864 -1.560 -2.227 -0.042
C -0.464 -0.166 4.171 -0.038
C -0.337 1.644 -2.624 -0.275
C 3.744 -2.591 0.362 -0.289
C -2.293 -1.638 4.701 -0.062
C 2.666 -3.236 2.333 -0.154
H -3.318 3.652 -2.760 0.113
H -4.106 5.754 -1.775 0.121
H 2.902 0.934 -3.250 0.119
H 1.721 -3.353 2.853 0.103
H 2.333 2.115 -5.351 0.119
H 3.842 -3.983 3.946 0.100
H -0.997 -3.604 -4.210 0.036
H 4.414 -2.109 -1.673 0.118
H 2.405 0.675 0.586 0.085
H -3.604 6.321 0.568 0.123
H -4.643 -0.981 -4.283 0.118
H -2.579 -3.307 3.376 0.111
H -3.128 -1.898 5.339 0.110
H -1.795 0.130 5.812 0.114
H 4.038 0.655 5.246 0.112
H 1.984 -0.556 4.679 0.118
H 4.482 1.877 1.163 0.111
H 1.207 0.626 -1.514 0.062
H -1.274 -2.880 -5.798 0.035
H -3.049 -0.366 0.369 0.099
H -4.856 -1.964 -0.118 0.118
H -5.655 -2.269 -2.435 0.117
H 5.995 -3.652 2.672 0.108
H 5.893 -2.775 0.361 0.114
H -2.036 -2.170 -4.356 -0.002
H -0.688 -2.703 1.917 0.089
H -2.329 4.739 1.997 0.135
H 0.050 2.995 -5.702 0.116
H 5.292 1.880 3.505 0.110
H -1.657 2.715 -3.974 0.097
H 0.083 0.750 4.352 0.117
H -2.803 0.587 -3.829 0.107



Entry 2:
79
Properties=species:S:1:pos:R:3:lowdin_charge:R:1 method="wB97M-V/def2-TZVPD" homo_energy_ev=-9.54 total_charge=+1 gap_ev=5.95 energy_ha=-2026.85664
Tc 0.028 0.455 0.819 1.457
O 3.120 -3.938 -0.162 0.080
O -0.409 -1.724 0.939 -0.124
N -1.896 1.228 1.007 -0.064
N 1.701 -0.336 0.180 -0.195
N 0.716 2.334 0.347 -0.038
N 1.808 -1.693 0.218 0.069
N -0.155 0.920 2.768 -0.063
N -0.781 -0.962 -0.240 -0.138
C -0.322 -5.932 0.934 -0.081
C -4.267 -1.742 -1.157 -0.045
C -2.665 1.531 -0.042 -0.104
C 1.846 2.578 -0.385 -0.188
C -1.372 1.263 3.275 -0.188
C 2.559 1.540 -1.075 -0.140
C 0.110 3.413 0.900 -0.131
C -4.122 -1.753 -2.532 -0.058
C 5.354 1.541 -3.611 -0.072
C -1.577 1.398 4.650 0.019
C -0.390 -1.211 -2.901 -0.026
C 0.785 -2.380 0.572 -0.248
C 3.410 1.903 -2.228 -0.212
C -0.537 1.159 5.519 -0.024
C -3.939 2.039 0.080 -0.012
C 0.699 0.776 4.994 -0.024
C 2.469 0.204 -0.777 -0.076
C -3.393 -1.584 1.164 -0.027
C 0.840 0.666 3.633 -0.089
C 3.721 3.160 -4.272 -0.071
C 0.838 -6.618 0.586 -0.059
C -4.464 2.231 1.358 -0.028
C -0.339 -4.557 0.924 -0.018
C -1.928 -1.295 -0.919 -0.236
C 0.805 -3.823 0.570 -0.081
C 0.548 4.703 0.791 -0.047
C -3.179 -1.531 -0.321 -0.208
C 1.970 -5.923 0.226 -0.001
C 4.618 1.251 -2.476 -0.036
C -1.767 -1.340 -2.323 -0.202
C -2.877 -1.561 -3.112 -0.034
C -2.366 1.491 2.251 -0.227
C 4.907 2.489 -4.517 -0.080
C -3.665 1.967 2.451 0.011
C 2.371 3.888 -0.476 -0.012
C 2.974 2.861 -3.148 -0.052
C 1.735 4.954 0.095 -0.031
C 1.980 -4.528 0.206 -0.257
H 0.852 -7.696 0.578 0.111
H 3.017 -2.965 -0.120 0.071
H -0.786 3.218 1.467 0.092
H 3.378 3.916 -4.962 0.106
H 1.782 0.366 3.189 0.119
H -2.229 1.348 -1.014 0.125
H -2.498 -1.339 1.728 0.057
H -4.042 2.128 3.447 0.116
H 2.882 -6.428 -0.055 0.124
H 3.026 -0.500 -1.391 0.133
H -2.545 1.688 5.021 0.117
H 0.214 -2.068 -2.599 0.091
H -3.715 -2.586 1.450 0.095
H -1.245 -4.023 1.171 0.108
H -0.670 1.260 6.583 0.119
H 6.288 1.026 -3.782 0.107
H -4.977 -1.951 -3.156 0.107
H -4.512 2.265 -0.804 0.120
H 1.536 0.564 5.639 0.119
H 2.032 3.370 -2.982 0.117
H 0.112 -0.311 -2.545 0.066
H -0.425 -1.182 -3.985 0.082
H -0.013 5.502 1.249 0.111
H -1.210 -6.479 1.208 0.104
H 5.476 2.696 -5.410 0.105
H -5.238 -1.914 -0.717 0.118
H 4.999 0.522 -1.776 0.113
H -2.770 -1.617 -4.184 0.115
H 2.133 5.953 0.017 0.118
H -4.184 -0.895 1.460 0.081
H -5.471 2.598 1.488 0.120
H 3.305 4.023 -0.997 0.123



Entry 3:
76
Properties=species:S:1:pos:R:3:lowdin_charge:R:1 method="wB97M-V/def2-TZVPD" homo_energy_ev=-10.45 total_charge=+1 gap_ev=6.99 energy_ha=-3035.77837
Au -1.800 -0.134 0.676 0.641
Cl -3.729 1.689 1.550 0.446
P -0.733 0.691 -1.636 1.052
P 0.162 -0.437 1.980 0.971
Si -1.132 -2.196 -0.257 0.538
C -0.882 2.742 -3.565 -0.104
C -1.477 2.121 -2.465 -0.364
C 3.812 1.411 -1.717 -0.075
C -2.740 4.261 -3.707 -0.066
C -0.856 -2.359 5.403 -0.064
C 0.653 -2.486 0.245 -0.290
C 0.883 3.545 2.027 -0.063
C -3.329 3.658 -2.607 -0.064
C 2.264 3.639 1.924 -0.066
C 1.571 2.257 -1.480 -0.104
C -1.349 -1.757 -4.883 -0.050
C -0.654 -2.033 4.074 -0.087
C 3.178 -3.100 1.275 -0.048
C -0.081 -0.808 3.733 -0.341
C -1.516 3.806 -4.184 -0.063
C -1.064 -0.644 -4.104 -0.055
C -1.026 -0.748 -2.718 -0.365
C 1.431 -3.483 -0.338 -0.076
C -1.580 -3.089 -2.897 -0.084
C 3.309 0.139 -1.947 -0.067
C 2.940 2.468 -1.489 -0.083
C -1.610 -2.979 -4.280 -0.058
C 3.031 2.490 1.799 -0.073
C 1.937 -0.074 -1.963 -0.084
C -2.697 2.590 -1.984 -0.093
C -0.494 -1.460 6.400 -0.064
C 2.424 1.243 1.787 -0.073
C -2.261 -3.511 0.404 -0.179
C 1.059 0.984 -1.730 -0.356
C 0.073 -0.241 6.065 -0.062
C -1.287 -1.981 -2.101 -0.294
C 2.423 -2.097 1.864 -0.074
C 1.183 -1.767 1.324 -0.367
C 1.042 1.143 1.912 -0.373
C 2.689 -3.778 0.166 -0.051
C -3.893 0.081 0.712 -0.707
C 0.283 0.089 4.733 -0.069
C 0.271 2.302 2.023 -0.117
H -1.296 -3.312 5.665 0.111
H -1.971 -4.500 0.039 0.044
H 2.797 -1.581 2.740 0.117
H 0.084 2.405 -3.922 0.110
H -3.285 -3.312 0.086 0.044
H 1.050 -4.040 -1.188 0.112
H 0.280 4.439 2.118 0.113
H 0.900 3.086 -1.291 0.112
H -0.887 0.311 -4.582 0.101
H -2.230 -3.541 1.493 0.023
H 3.328 3.463 -1.313 0.112
H -1.055 4.287 -5.037 0.111
H -1.803 -4.047 -2.440 0.103
H -4.275 4.021 -2.229 0.111
H -4.455 -0.566 1.375 -0.015
H 4.148 -3.355 1.680 0.115
H 3.033 0.358 1.660 0.095
H -4.430 0.250 -0.214 -0.014
H 3.286 -4.556 -0.294 0.114
H 3.983 -0.687 -2.136 0.108
H 0.356 0.457 6.841 0.112
H -0.932 -2.737 3.297 0.092
H -3.145 2.124 -1.116 0.040
H 1.550 -1.062 -2.175 0.096
H -1.850 -3.843 -4.886 0.113
H -0.808 2.238 2.125 0.068
H 4.107 2.563 1.704 0.115
H -1.379 -1.666 -5.960 0.114
H 0.731 1.040 4.476 0.103
H -3.230 5.096 -4.192 0.110
H 4.881 1.582 -1.724 0.109
H -0.656 -1.713 7.439 0.112
H 2.741 4.611 1.935 0.113